1.
62
Properties=species:S:1:pos:R:3:forces:R:3:nbo_charge:R:1 method="wB97M-V/def2-TZVPD" largest_force_ev_per_a=4.4 gap_ev="4.85 / 4.80" charge=+1 de_lowest_kcal_mol=0.0
O -1.056174 0.867137 -5.543729 -1.0 0.0 -0.1 -0.720
H -1.558434 0.513814 -6.296227 0.3 0.1 0.3 0.470
Sc -0.964756 0.499563 -0.508744 1.5 3.7 -0.1 1.582
N -0.686484 2.228313 0.724846 1.8 1.2 -0.1 -0.247
N 0.392192 1.648723 -1.503771 1.1 1.9 1.2 -0.273
N -2.235006 -0.511999 0.817257 -0.8 -3.4 2.1 -0.238
N -1.299587 -1.177044 -1.564640 -1.1 -4.2 -1.0 -0.273
O -1.275514 2.371827 1.886255 -0.6 -0.2 0.1 -0.627
O -2.500462 -0.178776 2.152389 -0.2 -0.9 -1.5 -0.517
O -0.792357 -1.466670 -2.843247 -0.7 -0.3 1.6 -0.492
O 0.895107 1.084648 -2.564582 -0.3 -0.3 -0.1 -0.567
C 0.942241 2.725118 -0.877254 -0.7 -1.8 -2.0 0.163
C 0.314247 3.066986 0.354481 -2.0 -1.2 1.2 0.142
C -2.404174 -1.793830 0.452107 -0.4 3.1 2.4 0.247
C -1.864233 -2.160271 -0.840084 1.6 1.5 -3.5 0.284
C 0.669141 4.194347 1.236940 0.3 0.4 0.1 -0.667
H 0.935541 3.849935 2.240612 -0.1 0.0 -0.1 0.244
H -0.182734 4.870930 1.350865 0.0 -0.1 0.0 0.250
H 1.507850 4.749602 0.823906 0.0 0.1 0.1 0.223
C 2.058889 3.415044 -1.540489 0.4 0.3 -0.1 -0.673
H 1.781746 3.644514 -2.576466 0.1 0.0 0.1 0.257
H 2.941876 2.766198 -1.604465 -0.1 0.1 0.0 0.239
H 2.319373 4.334996 -1.022124 0.1 0.0 -0.1 0.227
C -3.070288 -2.786464 1.327698 -0.3 -0.3 0.2 -0.697
C -1.911210 -3.547094 -1.351658 0.1 -0.4 -0.1 -0.703
H -3.699876 -2.283543 2.059732 0.1 0.0 0.0 0.274
H -2.361550 -3.414985 1.879181 0.1 0.2 -0.1 0.266
H -3.693224 -3.466548 0.743437 0.1 0.1 -0.1 0.254
H -1.134316 -3.689284 -2.100284 -0.1 0.1 0.0 0.276
H -2.872400 -3.752918 -1.828784 -0.1 0.1 0.0 0.274
H -1.773905 -4.295009 -0.568658 -0.1 0.2 0.1 0.253
H -2.193986 0.769791 2.243687 0.3 0.3 -0.4 0.534
H -0.251586 -0.671408 -3.080125 0.0 0.2 0.2 0.539
C -1.996124 1.356049 -4.570844 0.5 0.0 0.1 -0.254
H -1.397508 2.005196 -3.916202 -0.3 0.0 -0.2 0.191
H -2.378085 0.523079 -3.952655 -0.1 0.2 -0.2 0.144
H -2.853664 1.925764 -4.990474 0.6 -0.4 0.1 0.182
O -2.909672 1.561551 -0.729243 -0.4 -0.3 0.6 -0.897
H -3.400973 0.950265 -0.141066 -0.2 0.5 -0.6 0.506
H -2.785737 2.336635 -0.148651 0.0 0.1 -0.3 0.535
C 0.844502 0.150701 3.643279 -0.1 0.1 0.4 -0.625
C 1.845083 0.096333 2.496363 -0.3 0.4 0.0 -0.699
P 1.086347 -0.462743 0.924264 0.8 -0.3 0.4 0.837
C 2.552668 -0.285006 -0.189302 -0.4 -0.3 -0.2 -0.695
C 3.887635 -0.837827 0.277024 0.4 0.0 -0.1 -0.615
C 0.643956 -2.207522 1.375031 -0.1 0.2 -0.4 -0.702
C 1.682161 -3.070241 2.070596 0.0 -0.5 0.1 -0.619
H 0.012782 0.828689 3.416829 0.2 -0.1 0.0 0.234
H 1.337280 0.524488 4.547599 -0.1 -0.1 -0.1 0.232
H 0.424716 -0.834077 3.880949 0.1 0.1 0.0 0.201
H 2.262571 1.098474 2.309033 -0.1 -0.3 0.0 0.243
H 2.688575 -0.574762 2.722505 -0.3 0.2 -0.1 0.237
H 2.255207 -0.684606 -1.171270 0.2 0.2 0.2 0.252
H 2.636900 0.807784 -0.326692 -0.2 -0.4 0.0 0.247
H 3.882988 -1.923246 0.396982 0.0 0.1 0.0 0.209
H 4.643767 -0.594844 -0.475379 0.0 -0.1 0.1 0.233
H 4.222115 -0.380992 1.212451 -0.1 -0.1 -0.1 0.212
H -0.237604 -2.083422 2.030545 0.3 0.0 -0.2 0.229
H 0.268255 -2.681156 0.452808 0.2 -0.1 0.2 0.214
H 2.007414 -2.649862 3.026886 0.0 0.0 -0.2 0.220
H 1.235025 -4.043737 2.298982 0.1 0.1 0.0 0.224
H 2.563455 -3.256587 1.451587 -0.2 0.1 0.1 0.220

=====

2.
55
Properties=species:S:1:pos:R:3:forces:R:3:nbo_charge:R:1 method="wB97M-V/def2-TZVPD" largest_force_ev_per_a=0.4 gap_ev=6.07 charge=-1
C 3.758922 0.103430 2.600797 -0.2 0.1 0.0 -0.614
C 4.647547 -0.718267 1.669143 0.2 0.1 0.3 -0.385
C 3.972298 -1.122063 0.365672 -0.1 0.0 -0.2 -0.402
C 2.645370 -1.847353 0.566841 -0.1 0.2 0.0 -0.405
C 2.044507 -2.435634 -0.706426 -0.3 -0.1 -0.2 -0.390
C 1.790493 -1.494673 -1.906729 0.3 0.0 0.1 -0.409
C 0.438380 -0.745340 -2.048271 -0.2 0.0 0.2 -0.405
C -0.748398 -1.264517 -1.216429 0.1 0.0 -0.2 -0.409
C -0.889620 -0.670767 0.207334 -0.1 0.1 0.2 -0.404
C -0.163342 0.665980 0.458080 0.2 -0.4 0.1 -0.404
C -0.837812 1.870769 -0.201122 -0.2 0.1 0.0 -0.971
Al 0.366728 3.440170 -0.637817 0.0 0.1 0.1 1.146
C 2.186389 2.722633 -1.191328 0.1 -0.2 0.1 -0.749
N 3.075065 3.761257 -1.811307 0.3 0.1 -0.2 -0.863
H 3.353199 0.981685 2.089652 0.0 -0.1 0.0 0.221
H 4.297788 0.461660 3.481117 0.1 -0.1 -0.1 0.199
H 2.906066 -0.480978 2.956088 0.1 0.0 0.0 0.202
H 5.550052 -0.137076 1.444456 -0.1 -0.1 0.0 0.194
H 4.990073 -1.613518 2.205885 0.0 0.0 -0.1 0.179
H 3.792841 -0.217897 -0.228356 0.0 -0.1 0.0 0.212
H 4.654693 -1.757575 -0.213704 0.0 0.1 0.0 0.187
H 2.779813 -2.655305 1.297814 0.0 0.0 0.0 0.185
H 1.934734 -1.147931 1.010766 -0.1 0.0 0.0 0.216
H 2.700251 -3.243282 -1.055808 0.0 0.1 0.0 0.184
H 1.096299 -2.918964 -0.448265 0.1 -0.1 0.0 0.199
H 2.595220 -0.753494 -1.945465 0.0 0.0 -0.1 0.208
H 1.920459 -2.109995 -2.803384 0.0 0.0 0.0 0.189
H 0.168483 -0.785632 -3.107275 0.0 0.0 0.0 0.193
H 0.550635 0.313490 -1.811777 0.1 -0.1 -0.2 0.234
H -1.671507 -1.062804 -1.768919 0.1 0.1 0.0 0.196
H -0.679880 -2.356906 -1.163056 -0.2 0.0 0.0 0.182
H -1.947956 -0.450206 0.383613 0.0 -0.2 0.1 0.217
H -0.599400 -1.419753 0.957527 0.1 0.0 -0.1 0.175
H 0.875736 0.568941 0.117040 0.0 0.0 0.1 0.173
H -0.086740 0.799458 1.544683 -0.1 0.1 -0.1 0.198
H -1.622614 2.248437 0.470185 0.0 -0.1 -0.1 0.216
H -1.383868 1.515445 -1.091247 0.1 0.1 0.0 0.185
H 0.596894 4.327027 0.745682 0.0 0.0 -0.1 -0.437
H -0.283525 4.368130 -1.832615 0.0 -0.1 0.1 -0.426
H 2.697554 2.300501 -0.308588 -0.1 0.0 0.0 0.159
H 2.112820 1.861535 -1.878243 0.0 0.2 0.0 0.163
H 3.839288 3.993794 -1.186776 -0.1 0.0 0.0 0.333
H 3.524993 3.413149 -2.654103 -0.1 0.0 0.1 0.327
C -5.230134 0.610972 1.420118 0.0 -0.2 -0.2 0.527
O -4.034341 0.778346 1.358328 -0.1 0.1 0.2 -0.585
N -5.869257 -0.416127 0.801304 0.2 0.0 0.0 -0.443
C -7.293230 -0.598870 0.873809 -0.2 0.1 0.1 -0.395
C -5.050024 -1.333216 0.028470 -0.1 -0.1 -0.1 -0.417
H -5.914950 1.275916 1.975694 0.0 0.0 0.0 0.098
H -7.563112 -1.557262 1.326398 0.1 0.0 0.0 0.187
H -7.765258 -0.546853 -0.111295 0.1 0.0 0.0 0.189
H -7.716010 0.195127 1.490351 0.0 0.0 0.0 0.206
H -4.301838 -1.819449 0.655669 0.0 0.0 0.0 0.218
H -4.510675 -0.808601 -0.761169 0.0 0.0 0.0 0.224
H -5.700102 -2.087546 -0.413040 0.0 0.0 0.0 0.191

=====

3.
68
Properties=species:S:1:pos:R:3:forces:R:3:mulliken_charge:R:1 method="wB97M-V/def2-TZVPD" largest_force_ev_per_a=0.5 gap_ev=7.59 charge=-1
C 0.225232 0.522001 2.102321 -0.1 -0.1 0.0 -0.924
C -1.255584 0.374159 1.727982 -0.1 0.1 0.0 -0.760
In -1.912438 1.558705 0.000272 0.4 -0.1 -0.1 0.970
C -0.454030 2.305055 -1.444356 -0.1 0.1 0.0 -0.966
C 0.819192 2.944742 -0.858589 0.0 -0.1 0.1 -0.540
C 2.060916 2.050882 -0.873571 0.0 0.1 0.1 -0.172
C 2.533321 1.576910 -2.243779 0.0 0.1 0.0 -0.650
O 1.792105 0.526286 -2.838069 0.0 0.0 -0.1 -0.321
C 1.740837 -0.647191 -2.062633 0.0 -0.1 0.1 -0.678
C -3.276015 3.207823 0.758834 -0.5 0.0 0.2 -0.896
C -4.518843 3.198633 0.014707 0.4 0.1 0.3 0.502
O -5.585002 2.751031 0.269065 -0.2 -0.1 0.0 -0.518
Br -4.298407 4.078191 -1.789082 0.0 0.1 -0.2 -0.336
O -3.247464 0.223288 -1.042404 0.0 0.0 0.1 -0.464
N -2.922330 0.121016 -2.307113 0.0 -0.1 0.0 0.234
O -3.501396 -0.760266 -2.886708 0.0 0.1 0.0 -0.505
H 0.581522 1.553730 2.039029 0.0 0.0 0.0 0.209
H 0.426160 0.172284 3.121724 0.0 0.0 0.0 0.372
H 0.856251 -0.076984 1.440357 0.0 0.1 -0.1 0.156
H -1.883159 0.640621 2.583480 0.0 0.0 0.0 0.207
H -1.474794 -0.673105 1.502673 0.0 0.0 0.0 0.346
H -0.992903 3.036874 -2.050702 0.0 0.0 0.0 0.422
H -0.213409 1.489752 -2.125126 0.0 0.1 0.0 0.401
H 1.055988 3.884066 -1.374717 0.1 -0.1 -0.1 0.365
H 0.666199 3.230892 0.189466 0.0 0.1 0.0 0.247
H 2.898866 2.609999 -0.441223 0.0 0.0 0.0 0.374
H 1.899702 1.196777 -0.209313 0.0 0.0 -0.1 -0.082
H 3.588304 1.268195 -2.177758 0.0 0.0 0.0 0.383
H 2.473401 2.404295 -2.955140 0.0 0.0 0.0 0.299
H 1.523611 -1.473786 -2.739063 0.0 0.0 0.0 0.244
H 2.699982 -0.839138 -1.563763 0.0 0.0 -0.1 0.364
H 0.957911 -0.615075 -1.297470 0.0 0.1 0.0 0.149
H -2.747960 4.153196 0.674388 0.1 -0.1 -0.2 0.452
H -3.507786 2.970623 1.799894 0.1 0.0 0.0 0.151
C 7.237857 -2.187857 -6.211984 0.1 0.0 0.0 -0.663
O 6.692123 -2.144718 -4.888260 -0.1 0.0 0.0 -0.286
P 5.611707 -3.209906 -4.426773 0.1 0.0 0.0 0.781
O 5.426670 -4.334583 -5.349678 0.0 0.0 0.0 -0.678
O 4.313487 -2.368574 -4.105791 0.0 0.0 0.0 -0.001
C 3.666938 -1.669756 -5.179781 -0.1 0.0 0.0 -0.662
O 6.115828 -3.563919 -2.975840 0.0 -0.1 0.0 -0.333
C 5.658502 -4.785295 -2.374727 0.0 0.0 0.0 -0.657
H 7.327334 -1.159699 -6.555135 0.0 0.0 0.0 0.246
H 8.222530 -2.652173 -6.180598 0.0 0.0 0.0 0.256
H 6.596980 -2.755340 -6.883775 0.0 0.0 0.0 0.338
H 3.754686 -2.219465 -6.118412 0.0 0.0 0.0 0.381
H 4.104838 -0.677515 -5.281025 0.0 0.0 0.0 0.255
H 2.617963 -1.571099 -4.917525 0.0 0.0 0.0 0.205
H 6.254891 -5.620207 -2.737611 0.0 0.0 0.0 0.259
H 4.607796 -4.966294 -2.597591 0.0 0.0 0.0 0.307
H 5.788694 -4.667141 -1.302771 0.0 0.0 0.0 0.247
C -5.518468 0.843465 3.360351 0.0 0.0 -0.2 -0.678
O -4.517146 0.823118 4.398662 -0.1 0.1 0.1 -0.053
P -4.610800 -0.163244 5.619956 0.1 0.0 -0.1 0.804
O -5.658008 -1.187242 5.550013 0.0 0.0 0.0 -0.676
O -4.709218 0.786516 6.896437 0.0 0.0 0.0 -0.342
C -5.856875 1.631883 6.995728 0.0 0.0 0.0 -0.662
O -3.126384 -0.677620 5.747653 0.0 0.0 0.0 -0.284
C -2.881433 -1.918271 6.421528 0.0 0.0 0.0 -0.694
H -5.681325 1.884269 3.093801 0.0 0.0 0.0 0.241
H -5.146855 0.308312 2.489351 0.0 0.0 0.0 0.238
H -6.447426 0.390902 3.701040 0.0 0.0 0.0 0.421
H -6.742276 1.147599 6.579691 0.0 0.0 0.0 0.325
H -5.668851 2.569899 6.473016 0.0 0.0 0.0 0.236
H -6.024745 1.826534 8.052149 0.0 0.0 0.0 0.256
H -3.057002 -2.748329 5.739892 0.0 0.0 0.0 0.278
H -3.521101 -2.027729 7.296801 0.0 0.0 0.0 0.320
H -1.838892 -1.901003 6.727591 0.0 0.0 0.0 0.238

=====

4.
54
Properties=species:S:1:pos:R:3:forces:R:3:nbo_charge:R:1 method="wB97M-V/def2-TZVPD" largest_force_ev_per_a=0.3 gap_ev=8.02 charge=+1
O 5.112458 -0.133429 1.759173 -0.1 0.2 0.1 -0.792
S 4.032960 -1.141065 2.351693 0.2 0.0 0.0 1.079
C 2.476515 -0.231330 2.522251 -0.1 -0.2 0.0 -0.590
C 1.418578 -0.533339 1.445750 0.0 0.0 0.1 -0.446
C 0.054127 -0.797000 2.060104 0.1 -0.1 -0.2 -0.445
Br -0.522107 0.719473 3.099836 -0.1 0.1 0.2 0.037
H 4.740991 0.519738 1.140676 0.1 -0.1 -0.1 0.522
H 3.725364 -1.861878 1.249947 -0.1 0.0 0.0 0.122
H 2.128587 -0.514476 3.516992 0.0 0.1 0.0 0.280
H 2.782158 0.815142 2.563802 0.0 0.0 0.1 0.281
H 1.345946 0.298609 0.746993 0.1 0.0 0.0 0.246
H 1.695819 -1.427282 0.879966 0.0 0.0 -0.1 0.224
H -0.679781 -0.960985 1.276873 0.0 0.0 0.0 0.252
H 0.067932 -1.671400 2.707289 0.0 0.1 0.1 0.225
C -0.603645 -2.619891 -1.202165 0.0 0.0 0.1 -0.619
C 0.306793 -3.621518 -0.499182 0.0 0.1 0.0 -0.393
C 1.539532 -4.010117 -1.314805 0.0 0.0 0.0 -0.398
C 1.235483 -4.698605 -2.646826 0.0 0.0 0.0 -0.398
C 0.393540 -5.968361 -2.529421 0.0 0.0 0.0 -0.401
C 1.054360 -7.066023 -1.702672 0.0 0.0 0.0 -0.611
H -1.006725 -3.028053 -2.128276 0.0 0.0 0.0 0.225
H -1.454693 -2.347525 -0.575350 0.0 0.0 0.0 0.210
H -0.062233 -1.703393 -1.455855 0.0 0.0 0.0 0.192
H -0.264248 -4.512763 -0.231026 0.0 0.0 0.0 0.214
H 0.645428 -3.194231 0.453274 -0.1 -0.1 0.0 0.162
H 2.177610 -4.659335 -0.707577 0.0 0.0 0.0 0.200
H 2.128842 -3.107035 -1.522531 0.0 0.0 0.0 0.183
H 2.185048 -4.944603 -3.130688 0.0 0.0 0.0 0.208
H 0.732758 -3.995093 -3.315235 0.0 0.0 0.0 0.205
H 0.200735 -6.343804 -3.536383 0.0 0.0 0.0 0.215
H -0.587294 -5.731162 -2.107305 0.0 0.0 0.0 0.193
H 2.021140 -7.344489 -2.127016 0.0 0.0 0.0 0.206
H 0.434309 -7.961720 -1.674990 0.0 0.0 0.0 0.221
H 1.220050 -6.755060 -0.669166 0.0 0.0 0.0 0.192
C -2.555506 2.656376 0.367728 0.1 0.0 0.0 -0.612
C -1.402748 3.621225 0.626199 0.0 0.0 0.0 -0.399
C -1.809757 4.862491 1.418620 0.0 0.0 0.0 -0.398
C -2.856129 5.744373 0.734469 0.0 0.0 0.0 -0.398
C -2.462021 6.247345 -0.653584 0.0 0.0 0.0 -0.399
C -1.208385 7.115594 -0.655073 0.0 0.0 0.0 -0.610
H -3.341393 3.117569 -0.230714 0.0 0.0 0.0 0.213
H -2.213779 1.771074 -0.173865 0.0 0.0 0.0 0.197
H -3.002865 2.321441 1.306282 0.0 0.0 0.0 0.203
H -0.952830 3.916247 -0.326210 0.0 0.0 0.0 0.195
H -0.621010 3.096833 1.184208 0.0 0.0 0.0 0.186
H -0.916412 5.454747 1.634566 0.0 0.0 0.0 0.200
H -2.203803 4.547846 2.390714 0.0 0.0 0.0 0.200
H -3.055380 6.604733 1.380099 0.0 0.0 0.0 0.206
H -3.801814 5.200981 0.661255 0.0 0.0 0.0 0.202
H -3.296516 6.822163 -1.061451 0.0 0.0 0.0 0.209
H -2.321978 5.401147 -1.332789 0.0 0.0 0.0 0.189
H -1.337568 7.985996 -0.008608 0.0 0.0 0.0 0.206
H -0.982576 7.477907 -1.658338 0.0 0.0 0.0 0.214
H -0.333869 6.565916 -0.301656 0.0 0.0 0.0 0.193